57
Properties=species:S:1:pos:R:3:lowdin_spin:R:1 method="wB97M-V/def2-TZVPD" total_charge=-1 homo_lumo_gap_ev="3.9329 / 7.8766" homo_energy_ev="-1.870 / -5.817" total_energy_ev=-217413.5715 spin_multiplicity=8
C -4.049 -0.436 2.036 0.011
H -0.476 3.878 1.235 0.000
Eu -1.053 -0.839 0.961 6.958
C 4.468 -0.516 1.708 0.000
H 1.392 3.187 2.665 0.000
C 0.120 2.798 -0.541 0.001
S -1.437 2.114 -1.243 0.003
H 0.882 2.088 -0.849 0.000
H -1.132 2.985 -3.967 0.000
H 2.146 -1.449 -0.590 0.000
H 4.088 -2.770 -1.403 0.000
H 3.401 2.095 1.889 0.000
O 0.585 -4.645 1.710 0.005
H 1.964 4.036 1.238 0.000
O -1.931 0.419 2.619 -0.007
C -0.213 1.342 -4.996 0.000
C 4.201 -2.126 -0.540 0.000
O -3.712 0.973 3.893 0.005
H 0.685 -0.451 -5.774 0.000
H 6.251 -2.659 -0.208 0.000
O 0.848 0.233 0.460 -0.005
O 0.758 -1.928 2.259 -0.003
C -5.410 -0.680 2.279 -0.001
O -1.610 -2.917 1.909 -0.004
C 0.091 2.982 0.970 0.001
H -0.191 1.860 -5.947 0.000
H -6.023 -2.556 -0.493 0.000
C 0.278 0.044 -4.902 0.000
H 0.267 3.742 -1.075 0.000
H 2.818 1.987 0.219 0.000
C 5.412 -2.064 0.132 0.000
C 3.112 -1.381 -0.104 0.000
C -0.741 1.976 -3.887 0.000
S 1.855 0.336 1.588 0.005
Se -0.027 -3.169 1.474 0.009
C -3.162 0.395 2.953 0.003
C -0.292 0.005 -2.555 0.002
C -0.774 1.318 -2.659 0.001
O -1.837 1.000 -0.310 -0.002
H 4.560 0.093 2.600 0.000
C 5.547 -1.260 1.258 0.000
C 3.271 -0.574 1.008 0.001
H 6.487 -1.223 1.794 0.000
H -7.174 -1.653 1.553 0.001
N -3.469 -0.928 0.921 -0.002
C -5.502 -1.955 0.235 -0.001
C 0.225 -0.612 -3.678 0.000
O -0.039 -2.629 -0.108 -0.005
H -0.443 2.150 1.430 0.001
H -0.343 -0.537 -1.618 0.001
H 0.584 -1.631 -3.592 0.000
C 2.510 1.989 1.266 0.000
C 1.501 3.104 1.581 0.000
Br -3.144 -2.193 -1.436 0.002
H -5.852 -0.262 3.173 0.000
C -4.148 -1.643 0.075 0.009
C -6.125 -1.445 1.381 0.011